No. 1
Formula: C12H44F6NO8P
Source: OMol25
Level of theory: wB97M-V/def2-TZVPD

Values from the calculation:
multiplicity = 1
total energy = -2080.8150 Eh
strongest force on any atom = 2.33 eV/Å
HOMO energy = -9.11 eV

Each line ends with the Mulliken charge.
Cartesian coordinates (Å):
N: -2.65154 2.81291 5.07282  -0.49
H: -3.46459 2.21489 5.11048  0.38
H: -2.76136 3.24969 5.97685  0.38
H: -2.70554 3.48908 4.32450  0.38
H: -1.72990 2.40193 5.11502  0.34
P: -1.43725 -1.22854 -0.62866  1.19
F: -1.70352 -0.17589 0.61088  -0.40
F: -1.55905 -2.44425 0.39300  -0.35
F: -2.97197 -1.28232 -1.09915  -0.35
F: -1.09362 -2.24211 -1.87052  -0.38
F: -1.33172 -0.01569 -1.64627  -0.36
F: 0.12184 -0.97580 -0.32872  -0.36
C: -2.02461 -4.10255 6.53410  -0.51
O: -1.31188 -5.30810 6.58034  -0.49
H: -2.62207 -4.03763 5.62475  0.25
H: -2.63851 -4.07845 7.43446  0.21
H: -1.38358 -3.22490 6.61721  0.21
H: -1.04387 -5.43176 5.66683  0.32
C: 3.41525 -5.67774 -3.03647  -0.44
O: 4.62795 -6.17543 -3.62874  -0.52
H: 2.63074 -5.91248 -3.75586  0.22
H: 3.13453 -6.02013 -2.04045  0.22
H: 3.45137 -4.58944 -2.98728  0.21
H: 4.50318 -6.99734 -4.10883  0.31
C: -6.37232 -4.56946 -5.10838  -0.52
O: -6.78313 -4.42457 -3.77341  -0.50
H: -6.55903 -3.70275 -5.74248  0.24
H: -5.30930 -4.77964 -5.22641  0.23
H: -6.78674 -5.46542 -5.57055  0.23
H: -6.03067 -4.17387 -3.23252  0.32
C: 2.30877 3.27071 6.99947  -1.32
C: 2.98325 2.61692 5.84393  0.59
C: 3.89459 1.55394 6.33018  -1.37
O: 2.03761 1.98138 5.08644  -0.52
H: 1.57640 3.95949 6.57835  0.28
H: 2.98511 3.79044 7.67810  0.39
H: 1.77112 2.57255 7.64103  0.33
H: 3.54174 3.36664 5.28348  0.19
H: 4.68736 1.90728 6.98954  0.34
H: 4.27889 0.86329 5.57955  0.39
H: 3.21626 0.85902 6.82520  0.38
H: 2.54378 1.43878 4.47738  0.32
C: -1.95085 -0.93913 -7.08601  -1.12
C: -0.61063 -1.69351 -7.38018  0.47
C: 0.65486 -1.05659 -6.88231  -1.36
O: -0.69304 -2.98882 -6.84661  -0.57
H: -2.76109 -1.51958 -7.52722  0.30
H: -1.83099 -0.04896 -7.70352  0.33
H: -2.14919 -0.64482 -6.05541  0.30
H: -0.54200 -1.81862 -8.46079  0.24
H: 1.55235 -1.65815 -7.02632  0.38
H: 0.70627 -0.65822 -5.86901  0.34
H: 0.89170 -0.23342 -7.55641  0.38
H: -0.44693 -2.94773 -5.91961  0.33
C: 1.72906 5.52155 -0.70911  -1.33
C: 2.71515 6.51347 -0.15422  0.43
C: 3.27583 7.61927 -1.12126  -1.03
O: 1.95788 7.10027 0.92796  -0.54
H: 0.82167 6.04539 -1.00966  0.33
H: 1.56742 4.69501 -0.01716  0.31
H: 2.10875 5.19332 -1.67668  0.36
H: 3.50656 5.86182 0.21607  0.25
H: 2.45259 8.11995 -1.63086  0.28
H: 4.11801 7.29286 -1.73142  0.34
H: 3.75455 8.33977 -0.45807  0.30
H: 2.63976 7.36381 1.55020  0.31
O: 1.45991 -5.52928 2.73958  -0.63
H: 1.56927 -4.71798 2.24352  0.32
H: 2.35303 -5.81994 2.92418  0.32
O: -4.95422 2.56669 -1.76799  -0.64
H: -5.16027 2.71005 -0.84429  0.29
H: -4.16937 2.01884 -1.75657  0.35



No. 2
Formula: C55H60N2O8P
Source: OMol25
Level of theory: wB97M-V/def2-TZVPD

Values from the calculation:
multiplicity = 1
total energy = -3184.3647 Eh
strongest force on any atom = 6.46 eV/Å
charge = -1
HOMO energy = -5.02 eV

Each line ends with the Mulliken charge.
Cartesian coordinates (Å):
C: 4.68090 -1.64182 -1.41525  -1.11
C: 4.09250 -0.24047 -0.81488  -0.23
C: 2.49076 -0.34931 -0.81246  0.02
C: 1.76273 0.65134 0.24170  -0.15
O: 1.50208 1.97973 -0.29314  -0.59
C: 0.28352 1.89447 -1.07131  -0.06
C: 0.47027 1.89150 -2.64191  0.62
C: 1.93343 2.03463 -3.32740  0.53
C: 2.27337 3.63346 -3.32484  -0.61
O: 2.51262 4.14547 -1.98592  -0.22
C: 3.85234 4.65881 -1.82729  -0.17
C: 3.88217 5.65263 -0.54261  -0.92
C: -0.84378 1.75102 -3.56018  0.86
C: -0.84313 1.69095 -5.17422  -0.24
C: -0.27690 3.00227 -5.89310  -0.13
N: -0.94760 4.11391 -6.11594  -0.60
C: -2.18864 1.65746 -2.79653  -0.76
C: -2.37953 1.69051 -1.24430  0.39
C: -1.08478 1.81399 -0.34447  0.74
C: -1.31827 1.85889 1.23377  0.21
O: -0.91480 0.99128 2.07634  -0.68
O: -2.07126 2.94389 1.70049  -0.76
C: -3.91750 1.61357 -0.83165  0.35
O: -4.47540 1.46345 0.27678  -0.54
N: -4.61066 1.73820 -2.13312  0.28
P: -5.71502 3.11841 -2.33657  0.06
O: -6.11423 3.83932 -0.82944  -0.46
O: -4.99574 4.36491 -3.28566  -0.42
C: -3.69226 1.50318 -3.29376  -0.35
O: -4.19697 1.19780 -4.40158  -0.63
H: 5.75673 -1.52543 -1.79293  0.34
H: 4.68715 -2.48347 -0.63247  0.32
H: 4.00250 -1.98324 -2.27644  0.23
H: 4.53631 -0.15545 0.24168  0.31
H: 4.39504 0.61714 -1.50909  0.09
H: 2.23573 -1.41647 -0.43256  0.51
H: 1.99635 -0.25187 -1.83761  -0.36
H: 0.80345 0.09080 0.57368  -0.12
H: 2.39085 0.76902 1.20835  0.37
H: 2.77447 1.53304 -2.74113  -0.63
H: 1.96826 1.67645 -4.41195  0.24
H: 1.37809 4.23107 -3.75786  0.14
H: 3.15836 3.85422 -4.03211  0.38
H: 4.21135 5.24664 -2.75735  0.32
H: 4.64148 3.85399 -1.62433  0.14
H: 4.96575 5.85645 -0.19870  0.29
H: 3.32634 5.18883 0.34597  0.21
H: 3.40509 6.67123 -0.75378  0.28
H: -0.28267 0.76708 -5.59496  -0.20
H: -1.94389 1.56280 -5.51764  0.50
H: 0.80663 2.95738 -6.29558  0.32
H: -0.29752 4.74842 -6.62167  0.29
H: -6.45399 3.12871 -0.23346  0.33
H: -5.42823 5.21468 -3.03253  0.29
C: 0.97397 -2.18207 -6.18645  -0.59
C: 1.72962 -2.97689 -7.04536  -0.41
C: 3.10972 -2.80371 -7.12333  -0.36
C: 3.73427 -1.84076 -6.33582  -0.60
C: 2.97558 -1.05164 -5.47903  -0.33
C: 1.59971 -1.21670 -5.40285  -0.12
H: -0.10131 -2.31567 -6.12742  0.43
H: 1.24268 -3.73181 -7.65427  0.36
H: 3.69728 -3.41882 -7.79681  0.36
H: 4.80952 -1.70610 -6.39157  0.37
H: 3.46178 -0.30161 -4.86286  0.38
H: 1.01483 -0.59208 -4.73571  0.50
C: 3.63989 7.27572 5.16756  -0.08
C: 4.48183 8.32749 4.81870  -0.49
C: 5.40467 8.16918 3.78906  -0.33
C: 5.47876 6.96122 3.10133  -0.46
C: 4.63435 5.91072 3.44796  -0.41
C: 3.71780 6.06611 4.48371  -0.35
H: 2.92255 7.39825 5.97240  0.23
H: 4.41914 9.27163 5.35042  0.35
H: 6.06544 8.98726 3.52159  0.36
H: 6.19477 6.83918 2.29504  0.35
H: 4.69088 4.96941 2.91058  0.44
H: 3.06324 5.24538 4.75713  0.37
C: -0.09091 4.91539 5.45961  -0.54
C: 0.45034 5.85554 6.33229  -0.32
C: 0.20643 7.21151 6.13434  -0.41
C: -0.58730 7.62675 5.06858  -0.30
C: -1.13142 6.68610 4.19831  -0.56
C: -0.88019 5.33076 4.39066  -0.46
H: 0.10210 3.85856 5.61200  0.42
H: 1.06373 5.53089 7.16733  0.37
H: 0.63387 7.94484 6.81088  0.41
H: -0.78165 8.68372 4.91671  0.36
H: -1.75138 7.00981 3.36848  0.41
H: -1.30033 4.59737 3.70799  0.62
C: -2.25398 -4.37070 -0.12087  -0.40
C: -1.52933 -3.49160 -0.92005  -0.71
C: -1.32649 -2.17834 -0.50468  -0.27
C: -1.84036 -1.74630 0.71554  -0.13
C: -2.56184 -2.62682 1.51608  -0.86
C: -2.77266 -3.93752 1.09667  -0.41
H: -2.41497 -5.39376 -0.44635  0.38
H: -1.12274 -3.82991 -1.86822  0.40
H: -0.76684 -1.49065 -1.13141  0.57
H: -1.67747 -0.72297 1.04136  0.39
H: -2.96096 -2.29063 2.46776  0.45
H: -3.34013 -4.62202 1.71899  0.59
C: -1.51371 -5.82767 5.21015  -0.58
C: -1.88837 -6.20189 3.92336  -0.39
C: -2.61706 -7.37011 3.72206  -0.36
C: -2.97987 -8.15987 4.80948  -0.13
C: -2.60838 -7.78374 6.09675  -0.49
C: -1.87171 -6.62013 6.29717  -0.31
H: -0.94270 -4.91840 5.36628  0.38
H: -1.61147 -5.58282 3.07627  0.48
H: -2.90329 -7.66503 2.71770  0.39
H: -3.55237 -9.06858 4.65301  0.31
H: -2.89271 -8.39875 6.94479  0.35
H: -1.57758 -6.32995 7.30027  0.36
C: -4.42112 -10.44906 -0.72414  -0.40
C: -4.25024 -11.80041 -0.43935  -0.36
C: -4.28700 -12.24463 0.87890  -0.39
C: -4.50456 -11.33801 1.91241  -0.37
C: -4.67916 -9.98724 1.62722  -0.29
C: -4.63324 -9.54166 0.30971  -0.48
H: -4.38902 -10.10253 -1.75183  0.36
H: -4.08736 -12.50819 -1.24581  0.35
H: -4.14708 -13.29732 1.10114  0.35
H: -4.53806 -11.68487 2.94004  0.36
H: -4.85045 -9.28058 2.43316  0.47
H: -4.76394 -8.48770 0.08829  0.40



The highest strongest force on any atom belongs to which entry?
C55H60N2O8P